(1)
Entry from the Open Molecules 2025 dataset: 2 unconnected molecules or ions with the total composition C4H6O (wB97M-V/def2-TZVPD).

Geometry as XYZ:
```
11
Properties=species:S:1:pos:R:3:mulliken_charge:R:1
C -1.51107 1.39406 -1.76773 -0.45
C -1.25169 1.69125 -0.54945 -0.11
C 0.88683 -0.51292 1.73406 0.10
C 0.96845 -1.04860 0.37378 -0.51
O 0.10542 -0.91020 2.52955 -0.43
H -2.58806 1.37104 -1.92115 0.24
H -1.12309 1.18619 -2.74765 0.31
H 1.50782 0.35608 2.19294 0.34
H 2.01074 -1.03186 0.14057 0.27
H 0.67983 -2.05818 0.23461 0.29
H 0.31485 -0.43686 -0.21953 -0.05
```

Properties
- Relative energy (zero: lowest compared OMol25 entry of this formula, charge and spin): 4.337 eV
- Kohn-Sham gap: 8.92 eV
- Calculated total energy: -231.06434 hartree
- LUMO level: -0.542 eV

***

(2)
Entry from the Open Molecules 2025 dataset: 2 unconnected molecules or ions with the total composition C20H46BN3O2 (wB97M-V/def2-TZVPD).

Geometry as XYZ:
```
72
Properties=species:S:1:pos:R:3:mulliken_charge:R:1
C -0.30233 0.06933 5.12959 -0.66
C -1.94483 -0.06143 4.86989 -0.57
C -2.29112 -1.07336 3.60782 -0.12
C -3.34315 -0.41249 2.50950 -0.26
C -4.20644 -1.59045 1.71463 -0.74
C -3.50142 -1.93884 0.24171 -0.30
C -2.16857 -2.92693 0.41862 -0.47
C -1.27686 -3.02997 -0.99172 -0.54
C 0.32123 -2.60607 -0.73804 0.25
C 0.84254 -1.56774 -1.94243 -0.19
C 2.05758 -0.63427 -1.43204 -0.78
C 1.99686 0.95689 -1.70207 1.76
B 3.46003 1.36758 -2.41946 0.50
N 4.62848 1.88406 -1.59767 -0.68
O 3.66315 1.28726 -3.90882 -0.65
C 0.84853 1.51879 -2.71182 -1.96
C -0.48404 2.15174 -2.00467 1.82
C -0.39062 3.81281 -2.18537 -1.49
C -1.79887 1.72055 -2.94473 -1.25
N -0.71345 1.78067 -0.56674 0.05
O -1.05914 0.49731 -0.38323 -0.08
C 0.46044 2.03099 0.33762 1.28
C 0.42745 3.52181 1.09519 -1.22
C 0.42420 0.93422 1.60033 -1.12
C 1.93922 1.89678 -0.33705 -1.87
H -0.01455 0.02719 6.26460 0.33
H 0.06382 1.05020 4.58268 0.07
H 0.27095 -0.83412 4.61197 0.21
H -2.43186 0.99711 4.64985 0.29
H -2.39574 -0.54049 5.83925 0.34
H -2.80439 -2.04795 4.01566 0.43
H -1.26036 -1.27086 3.05967 -0.23
H -2.76572 0.31010 1.78878 -0.08
H -4.09986 0.24288 3.12777 0.45
H -4.31273 -2.58473 2.36254 0.29
H -5.30305 -1.15671 1.59538 0.30
H -4.33491 -2.54882 -0.35406 0.35
H -3.27036 -0.98300 -0.39358 -0.06
H -1.48841 -2.58011 1.31895 0.12
H -2.58821 -4.00183 0.62296 0.38
H -1.81625 -2.28427 -1.74000 0.26
H -1.32138 -4.09758 -1.47870 0.35
H 1.02128 -3.53290 -0.59887 -0.03
H 0.30213 -1.94711 0.24552 -0.28
H -0.12435 -1.04108 -2.32559 0.07
H 1.25217 -2.29363 -2.79557 0.32
H 2.19309 -0.80654 -0.25863 0.37
H 3.06494 -1.06257 -1.90884 -0.25
H 4.79557 1.14761 -0.86921 0.31
H 4.45036 2.82359 -1.17930 0.31
H 4.57611 0.89377 -4.09087 0.30
H 1.35142 2.41102 -3.32588 0.38
H 0.61401 0.69618 -3.54521 0.18
H -1.29318 4.25007 -1.54029 0.35
H -0.45995 4.10207 -3.32527 0.46
H 0.58853 4.22952 -1.66029 0.21
H -2.30383 2.70447 -3.39450 0.41
H -1.50740 1.06356 -3.86733 0.26
H -2.64081 1.18233 -2.33698 0.20
H -0.38701 4.20987 0.58047 0.27
H 1.49057 4.05684 1.02559 0.25
H 0.13474 3.42421 2.24415 0.33
H 0.83862 -0.11878 1.30393 -0.14
H 1.20114 1.37690 2.39137 0.50
H -0.61047 0.91496 2.15520 0.16
H 2.77411 1.45579 0.38222 0.16
H 2.33805 2.96752 -0.66008 0.37
N 3.72483 -4.07874 -1.63568 -0.46
H 4.01172 -3.37196 -2.32297 0.35
H 3.48277 -3.61744 -0.75102 0.35
H 2.90755 -4.58918 -1.99035 0.38
H 4.49739 -4.73658 -1.47845 0.41
```

Properties
- Kohn-Sham gap (spin up / spin down): 6.82 / 7.43 eV
- Calculated total energy: -1128.62428 hartree
- Spin multiplicity: 2
- LUMO level (spin up / spin down): -4.279 / -4.281 eV
- Expectation value of S²: 0.755
- Total charge: +1